Entry one
Molecular formula: C3H5NO2S
Method: DFT, wB97M-V/def2-TZVPD

Cartesian coordinates (Å):
S  -0.980  0.363  -0.083
O  1.561  0.853  2.043
O  1.566  -0.687  0.393
N  -1.446  -0.529  -1.560
C  0.139  -0.791  0.565
C  -1.936  0.245  -2.498
C  2.166  0.207  1.235
H  -2.470  -0.470  -3.259
H  0.019  -0.872  1.620
H  3.182  0.279  0.952
H  -1.967  1.434  -2.490
H  -0.188  -1.762  0.114

The calculation puts the HOMO energy at -9.181 eV. The total charge is 0. Its structure (SMILES) is C=NSCOC=O.

Entry two
Molecular formula: C3H5NO2S
Method: DFT, wB97M-V/def2-TZVPD

Cartesian coordinates (Å):
S  -1.022  -0.110  0.022
O  -1.093  0.352  1.402
O  -2.330  -0.125  -0.685
N  0.153  0.822  -1.012
C  -0.300  -1.761  0.099
C  1.109  1.462  -0.213
C  1.903  1.889  0.577
H  0.433  -2.025  -0.797
H  -1.164  -2.448  -0.031
H  2.640  2.348  1.157
H  0.058  -1.817  1.127
H  -0.389  1.412  -1.647

The calculation puts the HOMO energy at -9.830 eV. The total charge is 0. Its structure (SMILES) is C#CNS(C)(=O)=O.

Of them, entry two has the lowest stability.

Entry one
Molecular formula: CH8NO5
Method: DFT, wB97M-V/def2-TZVPD

Cartesian coordinates (Å):
O  -3.198  1.141  3.717
O  -1.762  -0.485  -3.428
O  0.015  -0.084  -1.378
O  1.212  -0.822  0.402
O  3.654  -1.878  -0.414
N  0.316  1.223  0.474
C  0.588  0.023  -0.285
H  2.853  -1.559  0.048
H  -2.383  0.888  3.283
H  -1.348  -1.346  -3.526
H  0.976  1.417  1.204
H  -0.033  2.056  0.023
H  -1.193  -0.088  -2.743
H  -3.276  2.093  3.679
H  3.578  -2.577  -1.055

The calculation puts the HOMO energy at -5.131 eV. The total charge is -1.

Entry two
Molecular formula: CH8NO5
Method: DFT, wB97M-V/def2-TZVPD

Cartesian coordinates (Å):
O  0.173  -1.611  2.608
O  -0.160  0.067  0.377
O  2.054  -0.011  0.829
O  -1.288  -1.144  -2.429
O  -2.327  1.281  -0.505
N  1.272  1.193  -0.938
C  1.074  0.362  0.181
H  -2.281  2.088  0.015
H  2.184  1.465  -1.252
H  -0.106  -1.018  1.875
H  -1.575  -1.834  -1.819
H  -1.497  0.810  -0.184
H  -1.526  -0.365  -1.906
H  1.080  -1.789  2.321
H  0.500  1.230  -1.577

The calculation puts the HOMO energy at -5.291 eV. The total charge is -1.

Of them, entry one has the lowest stability.

Entry one
Molecular formula: C4H14NOS2
Method: DFT, wB97M-V/def2-TZVPD

Cartesian coordinates (Å):
S  0.234  0.676  2.112
S  0.904  0.853  -1.868
O  1.276  -1.690  0.692
N  -0.635  -1.964  -1.464
C  -0.772  0.460  -2.254
C  -1.461  -0.749  -1.632
C  -1.735  -0.209  -0.225
C  0.558  1.316  3.783
H  -0.681  0.195  -3.340
H  -1.264  -0.903  0.484
H  -2.411  -0.990  -2.095
H  -0.724  1.598  0.069
H  -0.074  2.197  3.934
H  -2.741  0.196  -0.158
H  -0.402  -2.227  -2.420
H  1.598  1.605  3.880
H  0.293  0.482  4.437
H  -1.317  1.400  -2.316
H  -1.028  0.744  -0.078
H  0.233  -1.709  -0.990
H  1.230  -0.806  1.085
H  2.153  -2.046  0.924

The calculation puts the HOMO energy at -13.031 eV. The total charge is +1.

Entry two
Molecular formula: C4H14NOS2
Method: DFT, wB97M-V/def2-TZVPD

Cartesian coordinates (Å):
S  -1.364  2.185  -0.378
S  -0.162  2.201  1.086
O  1.446  -1.856  1.739
N  1.020  -0.224  -0.388
C  -1.228  0.519  -1.243
C  0.081  -1.228  -2.470
C  0.180  0.119  -1.689
C  -0.817  1.661  2.672
H  -0.381  0.658  2.746
H  1.511  -1.113  -0.476
H  -2.014  0.597  -2.053
H  -1.933  1.593  2.748
H  1.833  -1.157  2.291
H  0.682  -1.204  -3.365
H  -0.649  2.313  3.536
H  0.539  -0.339  0.497
H  -1.637  -0.330  -0.680
H  1.747  0.475  -0.259
H  -0.952  -1.492  -2.620
H  0.689  0.965  -2.175
H  0.525  -1.957  -1.831
H  0.884  -2.386  2.312

The calculation puts the HOMO energy at -12.637 eV. The total charge is +1.

Of them, entry one has the lowest stability.

Entry one
Molecular formula: C4H13N3O
Method: DFT, wB97M-V/def2-TZVPD

Cartesian coordinates (Å):
O  0.644  0.191  -2.350
N  -1.155  -0.468  -0.370
N  2.214  -1.246  0.071
N  0.575  0.944  -1.115
C  -0.822  0.923  -0.643
C  -0.928  -1.007  0.947
C  1.655  -1.294  1.268
C  -0.943  1.889  0.533
H  -0.229  1.637  1.315
H  -1.488  1.249  -1.456
H  1.767  -2.278  1.746
H  0.362  -0.805  1.313
H  -1.951  1.854  0.945
H  -1.173  -2.066  0.954
H  2.067  -0.404  -0.476
H  -0.745  2.910  0.204
H  -2.073  -0.695  -0.733
H  -1.462  -0.499  1.759
H  0.819  1.885  -1.413
H  0.297  -0.671  -2.060
H  2.569  -2.049  -0.440

The calculation puts the HOMO energy at -7.001 eV. The total charge is 0.

Entry two
Molecular formula: C4H13N3O
Method: DFT, wB97M-V/def2-TZVPD

Cartesian coordinates (Å):
O  -2.169  0.146  -0.012
N  -0.372  -2.736  0.786
N  -0.907  1.965  0.704
N  0.307  -0.744  1.723
C  1.945  0.289  -0.871
C  -1.385  1.167  -0.417
C  0.783  -0.622  -1.144
C  -0.205  -1.485  0.699
H  0.406  -1.206  2.617
H  0.137  0.252  1.712
H  -0.437  0.655  -0.872
H  0.259  -0.486  -2.087
H  -0.436  2.808  0.397
H  2.334  0.138  0.137
H  1.689  1.341  -0.976
H  -1.682  2.222  1.308
H  -0.737  -3.178  -0.052
H  2.764  0.062  -1.564
H  -1.862  1.731  -1.232
H  -1.483  -0.648  0.265
H  1.050  -1.670  -1.123

The calculation puts the HOMO energy (alpha / beta) at -8.511 / -8.512 eV. The total charge is 0.

Entry three
Molecular formula: C4H13N3O
Method: DFT, wB97M-V/def2-TZVPD

Cartesian coordinates (Å):
O  -2.077  -0.947  -0.312
N  1.788  0.532  -0.661
N  -0.705  -1.374  -0.053
N  0.066  0.694  1.041
C  -0.347  1.458  -1.311
C  0.934  1.120  2.140
C  0.572  0.750  -0.363
C  -0.239  -2.262  -1.082
H  -0.857  -2.266  -1.988
H  -0.377  2.526  -1.080
H  -2.636  -1.667  0.011
H  0.422  0.948  3.087
H  0.758  -1.960  -1.419
H  1.852  0.536  2.120
H  1.187  2.179  2.055
H  2.334  0.090  0.074
H  -0.171  -3.295  -0.716
H  0.030  1.326  -2.321
H  -0.861  1.107  1.094
H  -0.316  -0.551  0.938
H  -1.358  1.057  -1.254

The calculation puts the HOMO energy at -7.067 eV. The total charge is 0.

Of them, entry one has the lowest stability.

Entry one
Molecular formula: C4H13N3O
Method: DFT, wB97M-V/def2-TZVPD

Cartesian coordinates (Å):
O  -1.052  1.035  -0.056
N  0.354  -1.138  0.762
N  -0.758  -0.428  2.731
N  1.020  -1.862  2.970
C  0.164  -1.158  2.061
C  0.308  -0.188  -2.529
C  -0.412  1.780  -1.065
C  -0.447  1.128  -2.433
H  -1.485  0.956  -2.708
H  -0.059  1.833  -3.158
H  0.294  -0.568  -3.551
H  1.471  -2.592  2.446
H  1.005  -0.366  1.198
H  -0.966  -0.845  3.619
H  -1.600  -0.291  2.189
H  -0.923  2.743  -1.109
H  1.743  -1.254  3.325
H  -0.531  0.242  0.188
H  1.346  -0.068  -2.235
H  -0.115  -0.931  -1.852
H  0.641  1.972  -0.792

The calculation puts the HOMO energy at -8.794 eV. The total charge is 0.

Entry two
Molecular formula: C4H13N3O
Method: DFT, wB97M-V/def2-TZVPD

Cartesian coordinates (Å):
O  -0.644  2.629  0.129
N  0.520  1.153  -1.349
N  1.835  -0.559  0.266
N  -1.206  -0.924  -0.589
C  -2.182  0.488  1.204
C  -0.512  1.375  -0.451
C  -1.157  0.324  0.123
C  1.955  -1.983  -0.044
H  -0.824  -0.805  -1.522
H  1.298  0.401  -0.805
H  2.631  -0.235  0.811
H  2.112  -2.597  0.850
H  -2.052  1.443  1.703
H  1.024  -2.301  -0.509
H  0.027  3.214  -0.243
H  2.787  -2.142  -0.729
H  -2.095  -0.321  1.932
H  0.923  -0.365  0.771
H  0.921  2.017  -1.696
H  -3.201  0.454  0.801
H  -2.159  -1.266  -0.653

The calculation puts the HOMO energy at -6.639 eV. The total charge is 0. Its structure (SMILES) is C/C(N)=C(/N)O.CN.

Of them, entry one has the lowest stability.

Entry one
Molecular formula: C4H13N3O
Method: DFT, wB97M-V/def2-TZVPD

Cartesian coordinates (Å):
O  -1.064  -2.199  -1.557
N  -0.920  -1.618  1.646
N  0.061  0.927  0.084
N  0.900  3.174  0.041
C  -1.013  -0.815  -1.202
C  1.111  1.828  -0.389
C  0.311  -1.404  0.872
C  0.182  -0.469  -0.342
H  1.095  1.789  -1.485
H  -0.934  -0.341  -2.170
H  -0.079  3.417  0.108
H  -1.472  -0.764  1.639
H  2.096  1.460  -0.103
H  1.058  -0.605  -0.993
H  1.372  3.412  0.901
H  -1.952  -0.450  -0.770
H  0.032  0.955  1.098
H  0.960  -0.858  1.559
H  -1.545  -2.293  1.216
H  -0.978  -2.790  -0.805
H  0.779  -2.355  0.652

The calculation puts the HOMO energy at -9.031 eV. The total charge is 0. Its structure (SMILES) is NCN[C@@H](CN)CO.

Entry two
Molecular formula: C4H13N3O
Method: DFT, wB97M-V/def2-TZVPD

Cartesian coordinates (Å):
O  2.704  0.673  0.039
N  2.010  -2.055  -0.537
N  0.211  0.032  -1.333
N  -2.049  1.835  -0.047
C  -2.184  0.520  0.547
C  0.028  -0.730  -0.139
C  -0.876  -0.152  0.908
C  0.857  -1.730  0.181
H  -2.897  2.135  -0.500
H  2.913  1.479  0.502
H  -0.294  0.693  1.337
H  -2.760  0.554  1.484
H  2.108  0.920  -0.668
H  2.819  -2.195  0.039
H  -1.057  -0.843  1.732
H  2.275  -1.375  -1.230
H  0.285  -0.610  -2.113
H  -1.575  2.536  0.491
H  -0.548  0.638  -1.593
H  -2.684  -0.083  -0.224
H  0.713  -2.240  1.124

The calculation puts the HOMO energy at -7.031 eV. The total charge is 0. Its structure (SMILES) is N/C=C(\N)CCN.O.

Of them, entry one has the lowest stability.